(1)
20
Properties=species:S:1:pos:R:3:forces:R:3 method="wB97M-V/def2-TZVPD" relative_energy_kcal_mol=38.2 smiles="C/C=C/NC.O.O" multiplicity=1 homo_lumo_gap_ev=8.56
C 0.558860 -0.467894 0.370284 0.2862 -0.7702 -1.4983
H -1.347710 -3.804764 2.738628 -0.0861 -0.0672 0.0646
H -2.194414 -1.869309 0.526779 0.2094 1.0121 0.5659
O -1.367564 -2.846048 2.683250 0.3905 -0.0327 -0.0400
H -1.796238 -0.410401 -0.527796 -0.1751 0.0053 0.1414
H -2.286385 -2.593616 2.766857 -0.2599 0.0084 0.0561
H 3.448532 0.665554 1.271404 0.3233 -0.0021 -0.4217
C 2.620950 0.869951 0.588005 -0.3016 -0.1759 0.5718
H -0.567832 4.931130 -4.263982 -0.1356 0.3502 -0.2205
C 1.880924 -0.398235 0.235613 -0.0242 0.9534 0.8780
H 2.481280 -1.253136 -0.045865 -0.2104 -0.1406 -0.2194
H -1.482184 6.075397 -3.664396 0.2165 -0.1249 -0.3895
O -1.035298 5.243049 -3.487226 -0.0820 -0.2261 0.6122
H -0.038227 0.420075 0.562612 0.0476 0.0005 0.2765
C -1.570188 -1.441092 -0.272242 -0.8109 -1.3467 -0.2133
H 2.932420 1.419139 -0.300228 0.3447 -0.0793 0.0526
H 1.991682 1.533779 1.180839 -0.2683 0.0884 -0.2030
H -1.985014 -2.109608 -1.044476 0.7209 0.4784 -0.6539
H -0.097249 -2.316984 0.719100 0.2801 -0.1622 -0.0419
N -0.146347 -1.646980 -0.037166 -0.4651 0.2313 0.6824

=====

(2)
20
Properties=species:S:1:pos:R:3:forces:R:3 method="wB97M-V/def2-TZVPD" relative_energy_kcal_mol=27.1 smiles="C=C(N)CC.O.O" multiplicity=1 homo_lumo_gap_ev=8.46
H 0.914287 -4.632289 0.150498 0.0663 0.0658 0.0262
H 0.438740 2.410077 1.430664 0.4422 0.5419 -0.3317
H -1.372740 2.976113 -1.825862 0.4966 -0.4508 -0.0081
H 2.304348 2.594413 -0.371546 0.5268 -0.4951 -0.0535
O -2.413426 -2.376440 0.396537 0.0339 -1.3102 -0.5233
H -1.710895 -1.951520 0.883672 -0.3272 0.6463 0.1395
N -0.240348 0.546107 -1.133619 -0.3769 -0.0455 -0.8052
C 2.235176 1.708465 0.274313 0.2277 0.2201 0.6023
H -3.201409 -1.854796 0.249970 0.3272 0.6146 0.3775
C -0.025865 1.789307 -0.581279 -1.5948 -1.0191 0.5856
H -0.260156 -4.980358 1.037681 0.0516 0.1678 0.0845
H -0.259878 3.849595 -0.664976 -0.3051 -0.0616 0.2892
H -0.686204 0.516461 -2.034348 0.0781 -0.2537 0.0714
C 0.753548 1.673757 0.692823 0.5919 -0.1489 -0.1098
H 0.076241 -0.322288 -0.737687 0.0123 0.3229 0.0442
H 2.926737 1.831774 1.104158 -0.0732 0.2362 0.2915
C -0.620055 2.896807 -1.038848 0.3910 0.8520 -0.0319
H 0.477293 0.747968 1.204216 0.1337 -0.2561 -0.2826
H 2.596896 0.779424 -0.201787 -0.5572 0.5310 -0.2531
O 0.542244 -4.443470 1.017999 -0.1448 -0.1577 -0.1129

=====

(3)
20
Properties=species:S:1:pos:R:3:forces:R:3 method="wB97M-V/def2-TZVPD" relative_energy_kcal_mol=61.1 smiles="CC/C=C/N.O.O" multiplicity=1 homo_lumo_gap_ev=8.47
N 0.332618 2.630509 -0.441909 2.7171 2.7590 5.5284
H 0.593063 -1.596283 0.768716 -0.1538 0.8430 0.4113
H 0.972274 2.011200 1.609875 -0.8687 0.0932 -1.1555
H 2.712318 -1.962580 0.631616 0.9557 1.0422 0.8251
C 1.141991 0.436022 0.127707 0.3962 1.2698 0.3140
H -1.392581 -1.761449 -2.871586 3.9677 -5.2432 -1.3161
H -2.533010 -0.512438 -0.504128 -0.7411 -1.0446 2.4182
H -0.050688 2.327792 -1.222923 -1.9411 -2.1401 -4.0552
H -2.490295 -0.775911 1.081044 0.1030 0.1185 -0.3848
H -2.736489 -1.407634 -2.156549 -0.7858 -1.4163 0.4552
O -1.975642 -1.165470 -2.639458 -3.3072 6.5632 0.8146
O -2.983955 -0.996595 0.281076 0.8220 1.0482 -1.9833
H 0.070861 3.586550 -0.210326 0.4062 -0.6361 0.1066
C 0.831139 1.739950 0.532574 -0.0808 -2.5381 -1.8964
H 2.540224 -1.882453 2.357909 0.2152 0.3881 0.2351
C 2.572603 -1.227057 1.485356 -3.1087 -3.7545 -2.0174
C 1.141050 -0.706710 1.153881 1.5990 0.0368 -0.6656
H 3.226496 -0.451555 1.524010 2.2202 1.9094 0.1891
H 0.774416 -0.372667 2.102611 -1.0014 0.3406 0.3310
H 1.541157 0.227148 -0.946962 -1.4136 0.3608 1.8457

=====

(4)
20
Properties=species:S:1:pos:R:3:forces:R:3 method="wB97M-V/def2-TZVPD" relative_energy_kcal_mol=54.9 charge=+1 multiplicity=2 homo_lumo_gap_ev="12.04 / 6.79" s2=0.755
H -0.044079 2.413600 0.107548 0.9646 -1.0793 -0.5785
H 0.021957 2.313376 -2.328403 0.0847 0.0162 -0.4620
H -4.158921 -0.526780 0.479254 0.3770 -0.3273 0.4339
H 0.291347 -1.474497 2.255559 0.0469 0.8181 -0.9010
O -3.228730 -0.366503 0.256083 0.0598 -3.5495 4.7775
H 0.466953 0.836870 1.501385 0.5329 -1.2163 0.0810
H 1.671065 -1.145622 -0.377284 -0.2928 -0.3898 -1.0553
H -0.802987 -2.387886 0.594900 -1.6199 -0.5989 -0.5362
H 2.076677 0.878169 0.591440 -0.9076 -0.6663 0.0036
N 0.926909 -0.866614 0.244041 1.4094 1.5086 2.0093
C 0.734235 -1.809125 1.293936 0.1894 -2.6698 1.8041
C 0.729541 1.627882 -1.879923 -0.3952 -0.4235 1.2161
H -3.335242 0.149449 -0.440556 -0.2809 3.8393 -5.2240
H 0.670450 0.657019 -2.302916 -0.6122 -0.9232 -0.9310
O -0.049579 -2.916392 0.834553 1.6680 1.4563 0.2025
H 1.774331 -2.146551 1.635383 -1.0319 0.1135 -0.7586
H -0.733428 0.923395 -0.508919 0.5098 0.5447 0.0001
C 1.001716 0.508652 0.594987 0.1315 2.2853 -0.5576
H 1.740568 1.875503 -2.118884 0.7426 0.9364 0.5376
C 0.247220 1.456061 -0.432181 -1.5762 0.3257 -0.0616

=====

(5)
20
Properties=species:S:1:pos:R:3:forces:R:3 method="wB97M-V/def2-TZVPD" relative_energy_kcal_mol=52.9 charge=+1 multiplicity=2 homo_lumo_gap_ev="9.54 / 6.37" s2=0.774
H 2.850863 3.028670 2.400797 0.0326 -0.1808 0.3489
H -1.187655 -0.953507 -2.713788 -0.4469 0.3129 -0.1447
C -1.842238 -1.464875 -2.012025 0.1968 -0.5857 0.6169
H -1.457075 -2.627486 -0.199126 -0.4630 -0.0790 0.2404
H -2.072413 1.010006 0.003180 0.1182 0.1821 0.4414
H -0.533455 2.028995 -1.545570 -0.1131 0.5303 0.6330
H 1.203115 -0.625565 0.367613 0.3557 0.0265 -0.3429
H 2.780883 -0.423930 0.404448 -0.2161 0.0401 -0.2515
H -2.753356 -0.937124 -1.720332 0.1780 0.2197 -0.3463
O 1.997927 -0.684829 0.897263 0.0517 -0.1601 0.6894
C -1.027446 -1.816489 -0.766263 0.8448 -1.0425 -0.2304
H 0.927846 1.420403 -0.707881 0.1488 -0.7842 0.4387
H -1.427673 -0.885413 1.073212 -0.1935 -0.3754 -0.2638
O 2.049051 2.588407 2.113727 -0.4695 0.1127 -0.7745
C -1.083450 0.574721 -0.163374 0.8593 -0.0128 -0.1766
H -0.067045 -2.260050 -1.056576 0.2018 0.6019 0.0576
N -0.903909 -0.705638 0.217600 -1.0947 0.2977 0.7666
H -2.158117 -2.414827 -2.453107 0.1251 0.1713 -0.0911
H 1.800876 1.901398 2.733159 0.4057 0.0053 0.3061
C -0.148827 1.360435 -0.773442 -0.5213 0.7200 -1.9173

=====

(6)
20
Properties=species:S:1:pos:R:3:forces:R:3 method="wB97M-V/def2-TZVPD" relative_energy_kcal_mol=31.5 charge=+1 multiplicity=2 homo_lumo_gap_ev="10.35 / 5.60" s2=0.754
H -1.219614 -0.308684 1.157105 -0.0038 0.2452 -0.0851
H -0.727498 -2.707298 2.235267 -0.0697 0.2948 0.1062
H -1.197002 4.134542 -4.931926 0.0930 0.1509 0.2720
C 0.245171 -2.516610 1.772160 1.2355 -1.2791 -0.6729
O -0.771918 4.294906 -4.075958 0.3035 -0.7809 -0.1942
H 0.216191 0.710288 0.833378 -0.2148 0.0087 -0.2965
H -0.338924 -0.669448 3.545116 -0.2840 -0.1967 0.2033
H 0.765945 0.563817 2.955521 0.0653 -0.0572 0.0650
N 0.547121 -1.114343 1.736860 -2.3150 0.4003 0.7258
H 0.235761 -2.957417 0.768871 -0.0521 0.2481 0.2121
H -0.203909 3.509531 -3.954866 -0.4018 0.6237 -0.0871
H 1.016737 -3.044778 2.352658 -0.3136 0.2103 -0.0187
H -1.017256 -1.519935 -0.822615 -0.3932 -0.1848 -0.1538
H 0.726629 -1.498731 -0.809316 0.0908 -0.0750 0.1726
H 1.417152 -0.927366 3.663212 0.1072 -0.2945 0.0483
O -0.190620 0.112412 -1.673234 0.3731 0.0549 0.7040
C -0.199290 -0.295397 0.747058 0.9829 -0.4762 0.3179
C 0.619020 -0.509568 3.064766 0.7828 0.8085 -0.6023
C -0.164687 -0.879646 -0.677656 0.2517 -0.0030 -0.1892
H 0.689607 0.509522 -1.614694 -0.2376 0.3020 -0.5274

=====

(7)
21
Properties=species:S:1:pos:R:3:forces:R:3 method="wB97M-V/def2-TZVPD" relative_energy_kcal_mol=47.1 smiles="CN[C@@H](C)C=O.O.O" multiplicity=1 homo_lumo_gap_ev=9.46
H -2.471299 -0.742367 -0.070265 -0.0429 0.1367 -0.6510
N 1.202974 -0.368153 -0.789345 -0.0948 -0.5576 0.3029
C 1.507023 0.564558 0.282975 -0.5518 0.1755 0.1077
H -0.022508 -1.556745 0.570449 0.2004 0.7060 0.2248
H 0.598570 -2.442235 -0.718534 0.3019 0.3457 -0.4239
H -2.185011 0.901724 -2.700345 0.7034 -0.2442 0.9503
H -0.992903 0.859885 -1.637464 0.1552 0.5222 -0.1414
C 0.248059 -1.427913 -0.479529 -0.2625 -1.0448 0.3412
H -3.220582 -1.705899 0.872866 0.2017 0.3131 -0.1211
H 2.335246 1.166661 -0.102846 0.1205 0.1384 0.1702
C 2.087749 -0.070605 1.548447 0.2591 0.7790 -0.1943
O -1.821058 0.464593 -1.899264 -1.0601 -0.1738 -0.7661
H -0.592563 1.066560 0.902213 0.1593 -0.5394 -0.1669
H 0.861678 0.137050 -1.598552 0.3969 -0.0358 0.0303
O -2.678644 -0.904658 0.845354 -0.2995 -0.3316 0.7659
O 2.178361 0.594753 2.551389 -0.0564 -0.5645 -0.0484
H 0.589748 2.133682 1.513814 0.3192 0.2631 -0.1717
H -0.696441 -1.291866 -0.987724 -0.0917 -0.0313 -0.2272
H 0.165233 2.166628 -0.233639 0.1045 0.1525 0.2472
C 0.361288 1.530787 0.639593 -0.2358 0.0378 -0.1178
H 2.545081 -1.076439 1.490409 -0.2265 -0.0470 -0.1108

=====

(8)
21
Properties=species:S:1:pos:R:3:forces:R:3 method="wB97M-V/def2-TZVPD" relative_energy_kcal_mol=36.4 smiles=OCCCNCO.O multiplicity=1 homo_lumo_gap_ev=9.35
H -1.983678 -3.113624 0.051442 -0.1786 0.0724 0.0398
H 2.195039 0.739281 0.162357 0.0863 -0.0679 0.0243
H -0.261394 -2.716796 -1.657883 0.0228 -0.0714 -0.1152
C 0.490880 -0.861108 -0.895294 -0.4169 0.5147 -0.4709
H 0.460133 2.697795 1.067208 -0.1553 -0.0839 0.1820
H -1.446147 -1.413276 -1.675384 0.0268 0.0228 0.0095
C 1.195698 1.189205 0.122120 -0.0650 -0.1344 0.3185
H 0.063703 -0.191446 0.992219 0.0241 -0.2159 0.2026
H 0.182187 -3.665606 0.722249 -0.0529 0.0202 -0.0826
C -0.635393 -1.861080 -1.094341 -0.3548 -0.0918 0.4781
H 1.420086 -1.374991 -0.652725 0.2592 -0.1193 0.1204
C -1.222182 -2.353275 0.228584 0.8456 -0.1940 0.0954
N 0.150734 0.180019 0.058060 0.0619 0.1394 -0.0520
O 1.052377 1.962136 1.284397 0.0613 0.1935 -0.2651
H -0.480219 4.643881 -0.107162 -0.1058 -0.1321 0.0096
O -0.712027 4.219770 0.728767 0.2460 0.2692 -0.0685
H 0.629504 -0.337169 -1.848765 0.2588 -0.2062 -0.0299
H -1.630361 -1.524296 0.799391 -0.3306 0.0165 -0.1504
H 1.138987 1.798414 -0.779191 0.0248 0.1422 -0.2064
H -0.405650 4.852815 1.390320 -0.0991 -0.1060 0.0544
O -0.202275 -2.870648 1.103633 -0.1588 0.0319 -0.0932